Below is a molecular structure, C33H28AlBF3O7 in a non-equilibrium geometry, with properties calculated with ωB97M-V with the def2-TZVPD basis set.

Positions of all 73 atoms, in Å:
C  3.75408  3.13616  -1.65024
C  2.34286  2.37286  -1.55996
C  2.13650  1.37425  -2.76801
O  1.02828  1.65028  -3.62032
Al  -0.59383  1.82508  -2.75691
C  -1.01451  3.83107  -2.50376
B  -2.39167  4.10076  -1.73387
O  -3.62303  3.66207  -2.31916
O  -2.32862  4.76618  -0.45657
C  -0.84291  0.71610  -1.05125
F  0.28294  0.07593  -0.53966
F  -1.40923  1.42309  0.04137
F  -1.77204  -0.31458  -1.30690
H  3.60374  3.95278  -2.41695
H  4.54393  2.40286  -1.95166
H  3.94004  3.58909  -0.63475
H  2.37368  1.74803  -0.61799
H  1.57071  3.17594  -1.46863
H  2.08073  0.29738  -2.42249
H  3.06716  1.42262  -3.42184
H  -1.71210  1.30331  -3.79350
H  -0.18586  4.40532  -2.00162
H  -1.09206  4.23505  -3.56148
H  -3.71311  2.73397  -2.04554
H  -1.40704  4.73606  -0.16498
C  0.15962  -4.14577  0.26872
C  0.19188  -5.49496  0.61468
C  -0.42427  -6.43767  -0.19785
C  -1.08623  -6.03277  -1.35522
C  -1.13830  -4.67842  -1.68825
C  -0.50425  -3.73650  -0.87966
C  -1.87904  -4.22577  -2.88835
O  -1.91804  -3.04829  -3.17577
C  -2.57600  -5.23443  -3.72274
C  -3.32436  -4.81899  -4.82219
C  -3.96955  -5.75709  -5.61704
C  -3.86256  -7.11427  -5.32266
C  -3.12256  -7.53215  -4.22516
C  -2.48503  -6.59249  -3.41654
C  -1.72610  -7.04713  -2.22603
O  -1.63533  -8.23464  -1.96563
H  0.64845  -3.41190  0.89900
H  0.70017  -5.81131  1.51846
H  -0.39214  -7.48640  0.07276
H  -0.53182  -2.68424  -1.14231
H  -3.40793  -3.76433  -5.05720
H  -4.55542  -5.43135  -6.46892
H  -4.36090  -7.84622  -5.94816
H  -3.04586  -8.58860  -3.99704
C  4.93761  4.42720  4.07855
C  4.76848  4.54305  5.45601
C  3.59784  4.09585  6.05327
C  2.58544  3.54106  5.27282
C  2.74545  3.44723  3.89027
C  3.92898  3.88140  3.29638
C  1.65734  2.90420  3.04022
O  1.80034  2.82019  1.83624
C  0.39352  2.47593  3.68396
C  -0.65995  2.01659  2.89436
C  -1.84311  1.60143  3.49055
C  -1.97661  1.63387  4.87648
C  -0.93231  2.09537  5.66682
C  0.25204  2.52669  5.07264
C  1.34620  3.05013  5.92280
O  1.23042  3.08312  7.13594
H  5.85579  4.76843  3.61420
H  5.55182  4.98087  6.06420
H  3.47240  4.18315  7.12596
H  4.06242  3.79797  2.22416
H  -0.56343  1.98485  1.81514
H  -2.66220  1.24985  2.87398
H  -2.89871  1.30251  5.34048
H  -1.04286  2.12310  6.74434

Results
- LUMO energy: 0.8 eV
- Energy relative to the best compared isomer or geometry (same formula, charge and spin): 1.311 eV
- Total charge: -1
- Frontier orbital gap: 6.0 eV

***

Below is a molecular structure, C33H28BCeF4O3PS4Sb in a non-equilibrium geometry, with properties calculated with ωB97M-V with the def2-TZVPD basis set.

Positions of all 76 atoms, in Å:
Ce  -0.48846  0.09721  -1.26782
S  -3.82551  -2.59648  -4.69528
Sb  -2.73805  -2.21419  -2.71538
S  -0.42128  -1.82264  -3.17965
S  -3.14245  0.02671  -2.02631
O  -1.32342  -2.01433  0.04194
C  -0.09788  -1.99801  0.23405
O  0.45982  -0.85223  0.50466
C  0.85319  -3.11208  -0.02144
C  0.61367  -4.36106  0.52736
C  1.56410  -5.36495  0.38890
C  2.74195  -5.10864  -0.29007
C  2.96317  -3.86243  -0.86747
C  2.01481  -2.85427  -0.76970
P  2.24534  -1.24089  -1.63932
C  2.76652  -1.57127  -3.34332
C  2.97160  -0.43316  -4.12539
C  3.29026  -0.54927  -5.46755
C  3.38600  -1.80556  -6.05181
C  3.15262  -2.93831  -5.28971
C  2.84053  -2.82397  -3.94199
C  3.72779  -0.58459  -0.80231
C  4.96048  -0.45818  -1.43372
C  6.05301  0.05534  -0.74490
C  5.92270  0.44206  0.57738
C  4.69483  0.31460  1.21546
C  3.60306  -0.19232  0.53232
H  -0.30148  -4.53340  1.07789
H  1.38891  -6.33997  0.82395
H  3.49421  -5.88109  -0.38061
H  3.88446  -3.67855  -1.40574
H  2.87318  0.55810  -3.69379
H  3.44801  0.34275  -6.05852
H  3.62502  -1.89830  -7.10321
H  3.19828  -3.91867  -5.74561
H  2.61964  -3.71592  -3.37568
H  5.08031  -0.76217  -2.46416
H  7.00599  0.14879  -1.24903
H  6.77424  0.84096  1.11359
H  4.58519  0.61641  2.24904
H  2.65131  -0.28188  1.03872
F  2.10781  2.78450  -2.63250
B  1.00487  2.64929  -1.87175
F  1.24047  1.69624  -0.78227
F  0.42730  3.77088  -1.39114
F  -0.02541  1.86329  -2.64193
O  -1.44124  1.60230  0.16080
S  -2.93327  1.97084  0.44980
C  -3.45497  0.69883  1.59552
C  -4.90297  0.92060  1.94732
C  -5.27910  1.10549  3.27294
C  -6.61114  1.31738  3.59777
C  -7.57092  1.35492  2.59714
C  -7.19895  1.16367  1.27357
C  -5.87004  0.94310  0.94596
C  -2.76615  3.42449  1.49146
C  -1.86482  3.29230  2.68642
C  -2.41463  3.23147  3.96216
C  -1.59568  3.10057  5.07444
C  -0.22027  3.03257  4.91492
C  0.33337  3.11148  3.64414
C  -0.48162  3.24462  2.53082
H  -2.79133  0.71845  2.45980
H  -3.29347  -0.22526  1.03283
H  -4.52733  1.06952  4.05117
H  -6.89741  1.45174  4.63273
H  -8.60936  1.52366  2.84929
H  -7.94727  1.18035  0.49244
H  -5.58443  0.77302  -0.08569
H  -3.79228  3.67564  1.77385
H  -2.42042  4.19689  0.80127
H  -3.48887  3.29307  4.08659
H  -2.03131  3.06063  6.06417
H  0.42236  2.93312  5.77980
H  1.40708  3.07685  3.51482
H  -0.04425  3.31937  1.54554

Results
- LUMO energy (spin up / spin down): -1.5 / -1.9 eV
- 2S+1: 2
- Frontier orbital gap (spin up / spin down): 6.3 / 6.1 eV

***

Below is a molecular structure, C33H28BaBrN2O2PS2, with properties calculated with ωB97M-V with the def2-TZVPD basis set.

Positions of all 70 atoms, in Å:
Ba  -0.80812  -0.88559  0.75280
S  3.70341  -2.48373  -2.24397
C  2.53027  -2.18540  -3.48058
C  2.69426  -2.10806  -4.85911
C  1.58427  -1.80806  -5.63280
C  0.33650  -1.59310  -5.03831
C  0.17536  -1.68052  -3.66877
C  1.28355  -1.97112  -2.87843
N  1.26510  -2.05653  -1.49186
C  2.43967  -2.31261  -1.01357
C  2.78930  -2.45555  0.41336
C  4.05657  -2.95945  0.74198
C  4.40941  -3.11365  2.06980
C  3.48658  -2.76661  3.05420
C  2.24035  -2.26936  2.69716
C  1.82642  -2.07620  1.36475
H  3.66426  -2.26866  -5.31444
H  1.68900  -1.73040  -6.70925
H  -0.52438  -1.31492  -5.63193
H  -0.79132  -1.47631  -3.22254
H  4.77027  -3.24922  -0.02414
H  5.38433  -3.50788  2.33529
H  3.74570  -2.89326  4.10190
H  1.55301  -2.02420  3.50497
C  -0.87132  1.98551  3.04096
O  -0.91018  1.02013  2.06263
H  -1.87867  2.33190  3.33377
H  -0.32179  2.89300  2.71408
H  -0.38014  1.63135  3.96549
C  -2.37175  2.79960  -3.20145
P  -1.87255  2.00645  -1.63485
C  -0.06511  1.78471  -1.82065
C  0.49544  1.36846  -3.02649
C  1.85254  1.08790  -3.09623
C  2.64414  1.15306  -1.95512
C  2.07688  1.50008  -0.73585
C  0.73316  1.84301  -0.68337
C  -2.06958  3.32904  -0.41202
C  -1.45093  4.56096  -0.59725
C  -1.69568  5.60964  0.27842
C  -2.56651  5.42904  1.34354
C  -3.17850  4.19794  1.53568
C  -2.92975  3.14858  0.66448
H  -1.52048  3.27204  -3.69321
H  -3.13524  3.54848  -2.98911
H  -2.76564  1.99800  -3.82524
H  -0.14738  1.21324  -3.88489
H  2.27795  0.74649  -4.03301
H  3.69048  0.87597  -2.00592
H  2.66272  1.47250  0.17419
H  0.24358  2.06416  0.26246
H  -0.76672  4.70340  -1.42726
H  -1.20253  6.56320  0.13112
H  -2.75511  6.24203  2.03468
H  -3.84005  4.04717  2.37937
H  -3.39140  2.17897  0.79067
O  -2.43383  -0.18756  -3.54450
S  -2.92716  -0.59554  -2.10853
N  -2.67624  0.77907  -1.11389
Br  -1.92164  -4.20788  7.49207
C  -1.86125  -3.57555  5.67602
C  -2.46448  -2.37569  5.35274
C  -2.40361  -1.94074  4.02711
C  -1.78134  -2.64414  2.97813
C  -1.18488  -3.84586  3.40498
C  -1.21111  -4.32597  4.71472
H  -2.96440  -1.79024  6.11616
H  -2.89163  -0.98826  3.82158
H  -0.64478  -4.45877  2.68466
H  -0.72730  -5.25851  4.98262

Results
- LUMO energy: 4.0 eV
- Energy relative to the best compared isomer or geometry (same formula, charge and spin): 0.418 eV
- Total charge: -2
- Frontier orbital gap: 4.6 eV